Entry 1:
Entry from the OMol25 dataset: the ion C11H18BClFO6S with charge -1 at a distorted geometry (the ωB97M-V functional and the def2-TZVPD basis).

The geometry in XYZ format:
```
39
C11H18BClFO6S | the OMol25 dataset | the ωB97M-V functional and the def2-TZVPD basis
O -1.45156 2.61786 0.81392
H -3.13657 0.23190 1.06569
S 3.23717 1.39664 1.21569
Cl 4.28696 3.16941 1.33627
H 1.90398 0.63223 -2.93774
H 3.79236 1.57463 -1.00190
H 0.99905 -0.78828 -2.44741
O -2.37135 0.71086 -0.77720
H -0.26898 0.99875 1.35483
C -1.98933 -3.52775 -0.16144
H 0.18608 1.82449 -1.10679
C -1.49559 -1.08289 0.40765
H 2.18840 2.23900 -0.69125
H 0.93554 -2.11666 3.01008
O -0.87073 -1.07328 -0.83495
H -2.41194 -3.71599 -1.14485
H 0.42368 2.83508 1.14687
H -2.21259 -4.36844 0.49453
C -1.31543 1.30923 1.33762
O -0.35165 3.40013 1.28718
C -2.55029 -2.22898 0.40158
C 2.83849 1.38485 -0.51134
O 2.07193 1.54184 2.02753
C 1.29523 0.21078 -2.12755
H -2.87738 -2.41026 1.43158
B -1.29305 0.13055 -1.64679
H -0.12821 1.64802 -2.80216
H 3.08235 -0.57870 -1.25025
C 2.24126 0.04113 -0.93844
C 0.04685 1.07171 -1.88813
H 1.75594 -0.45746 -0.09838
F -3.67899 -1.84642 -0.31802
C -2.18939 0.30567 0.52400
H -1.65318 1.33366 2.38055
H -1.84586 -0.13401 -2.71004
C -0.57239 -1.41367 1.50441
C 0.15231 -1.72063 2.40574
H -0.90912 -3.46982 -0.26428
O 4.13600 0.32485 1.51318
```

**Largest force on an atom**: 1.234 eV/A
**E_HOMO**: -4.606 eV
**Charge**: -1

Entry 2:
Entry from the OMol25 dataset: the molecule C28H32N2O2 (the ωB97M-V functional and the def2-TZVPD basis).

The geometry in XYZ format:
```
64
C28H32N2O2 | the OMol25 dataset | the ωB97M-V functional and the def2-TZVPD basis
C -2.19669 1.51102 3.50671
H -0.83425 3.74083 4.00961
N 0.56406 -1.60671 -4.26854
C 0.94553 -0.14476 -1.82740
C 0.77275 0.40010 -0.56962
C 1.32587 -2.17239 -3.30147
H -0.19860 -1.68934 -7.54915
C 2.74174 1.94644 6.28127
H -2.70946 0.44180 -1.78028
O 2.01898 -3.15296 -3.49123
H 1.63822 -3.32857 -0.96358
C 1.59588 4.33689 5.50977
C -0.71715 -3.37795 -5.41103
C 1.21443 -1.74305 0.42077
H -0.91930 -0.66688 -6.30221
H -1.59858 -3.42267 -0.35049
C -2.10695 -2.92271 -4.94435
C -1.83361 -2.75869 -1.16864
C -2.45459 -0.59191 -1.96673
H -0.81545 -3.86556 -6.38280
C 1.69520 3.30027 4.58934
C -1.82532 -3.23523 -2.46636
C -0.02373 -1.21365 -6.58815
C -2.44429 -1.07145 -3.26573
H -0.32479 -4.11317 -4.70661
H -0.12219 1.26501 4.05499
H 1.33906 4.49810 2.86252
H -2.48151 1.93947 4.46338
C 0.65417 0.12866 1.94330
H 3.00716 2.86272 8.19934
H 1.15036 5.27559 5.20888
H 0.58229 1.46029 -0.47451
C 0.33373 -2.26075 -5.54078
H 1.64183 2.78947 2.51309
H 2.35347 1.28298 4.28801
H -0.11416 -0.91168 -3.99808
N -0.31582 1.06646 2.02764
H 0.79105 -0.50209 -6.69693
H 3.18801 1.00876 6.57823
C -2.12496 -2.39759 -3.53488
H 0.88651 0.49712 -2.69475
H 1.28193 -2.73995 -5.81223
C 0.87341 -0.40197 0.56306
H -2.78994 1.98333 2.72491
H -0.82371 1.32206 1.19529
C 1.38448 -2.28729 -0.83557
H -2.42410 0.44779 3.52334
H -2.69778 -0.40597 -4.08096
C -0.70647 1.72990 3.25518
C 2.63970 2.98456 7.19073
C 2.06524 4.18282 6.80139
C 1.22146 -1.50049 -1.97142
H -0.79162 3.62751 2.24709
C -2.14806 -1.43468 -0.91356
H -2.77164 -3.78943 -4.99920
H -2.15761 -1.06726 0.10188
H 1.33270 -2.34343 1.31009
H 1.98405 4.99897 7.50517
C 1.14606 3.47728 3.20065
H -1.58669 -4.27187 -2.65357
C 2.27368 2.10208 4.98752
O 1.28226 -0.27189 2.90418
H -2.49882 -2.16690 -5.62703
C -0.36747 3.22260 3.17054
```

**Energy above the lowest of the compared OMol25 structures with the same formula, charge and spin**: 0.0 kJ/mol
**Largest force on an atom**: 0.377 eV/A
**E_HOMO**: -8.935 eV
**SMILES string**: C[C@H](CCc1ccccc1)NC(=O)c1ccc(C(=O)N[C@H](C)CCc2ccccc2)cc1

Entry 3:
Entry from the OMol25 dataset: a structure of composition C23H16FN7O10ReS at a distorted geometry (the ωB97M-V functional and the def2-TZVPD basis).

The geometry in XYZ format:
```
59
C23H16FN7O10ReS | the OMol25 dataset | the ωB97M-V functional and the def2-TZVPD basis
C -1.05786 0.49938 -6.68336
H -5.66576 1.26984 -0.75373
N -4.08096 -0.00471 -0.51793
F -0.48450 2.68024 -5.90463
C 2.06310 1.17727 1.21776
O 3.14254 1.67342 1.31670
O -1.85806 0.85534 -7.50924
O -0.21911 0.05511 -2.17909
O 0.26872 -2.61246 -5.48210
H 2.67811 0.95059 3.91473
C 1.73950 0.49187 3.63415
H -0.90044 -1.15665 4.93624
C -2.37972 -3.40060 -1.53859
N -0.73476 -0.84774 -6.50063
H -3.47090 -4.51976 -5.98140
H -1.86710 3.11032 0.05870
C -2.78984 -0.04866 -0.25303
C -4.60224 1.21939 -0.55150
C 0.92452 -0.09324 4.60989
C 1.28820 -0.00740 6.10387
O 2.50703 -0.00516 6.32251
H -1.19969 -1.50023 -7.11660
Re -0.20145 -0.01922 -0.07981
O 0.29458 -0.08271 6.84363
C -1.41036 -4.52715 -3.41221
C -3.87065 2.39296 -0.36540
H 1.59307 -2.08322 -3.70756
C -0.30674 1.36474 -5.77695
C 0.51866 0.86087 -4.86305
C 0.09685 -1.41642 -5.56146
H -4.33773 3.36335 -0.42034
C -1.29783 -4.05247 -2.12482
O -0.93958 -3.14047 0.58648
N -1.94781 -1.10459 -0.22494
N 0.72886 -0.50344 -4.73029
H 1.07091 1.50393 -4.19207
C -2.52589 2.26789 -0.10442
H 2.44289 -0.54793 -3.52527
C -0.59142 -0.73878 2.86364
O 1.34343 1.18532 0.06548
H -4.60001 -3.56295 -4.07747
C 0.77405 -0.74579 -2.27410
C -3.67714 -3.69438 -3.52604
O -3.41824 -2.84405 0.78672
H -0.57785 -5.03683 -3.87784
H -1.48355 -1.23039 2.50268
C 1.33142 0.48906 2.33036
N -2.69641 -4.82306 -5.41792
N 0.17898 -0.12268 1.93858
C -2.59374 -4.34085 -4.13716
S -2.20329 -2.72782 0.04623
H -4.40906 -2.72754 -1.75984
N -1.99900 1.04481 -0.01089
O 1.21679 -1.24598 -1.20509
C -3.57441 -3.22852 -2.23323
H -1.84300 -5.00317 -5.91782
C 1.45353 -1.01028 -3.58640
C -0.25184 -0.71569 4.19224
H -0.38464 -4.18490 -1.56119
```

**Energy above the lowest of the compared OMol25 structures with the same formula, charge and spin**: 14.5 kJ/mol
**Largest force on an atom**: 1.072 eV/A
**⟨S²⟩**: 3.769
**E_HOMO (alpha / beta)**: -8.063 / -8.041 eV
**Spin multiplicity**: 4

Entry 4:
Entry from the OMol25 dataset: a cluster of 7 separate species, C27H46N2O19S3 in total at a distorted geometry (the ωB97M-V functional and the def2-TZVPD basis).

The geometry in XYZ format:
```
97
C27H46N2O19S3 | the OMol25 dataset | the ωB97M-V functional and the def2-TZVPD basis
H 30.30398 17.68148 6.63655
H 30.02631 21.90842 12.00243
C 25.02668 21.86251 6.89391
H 29.65150 23.50406 10.19816
H 24.79125 20.87523 6.49638
H 31.35376 15.47590 5.14392
O 28.57559 15.22802 4.83562
H 25.94917 21.48023 8.74817
C 35.34700 21.84912 0.94736
H 25.97368 19.61977 13.73861
H 24.59470 19.06315 11.70492
C 33.50739 20.20511 2.20196
S 27.81462 22.87017 12.32354
O 24.35044 22.23348 11.14376
H 29.11533 20.18573 9.95684
C 33.32439 20.48896 0.84991
C 28.99308 14.10643 4.87159
H 26.07440 21.93934 6.58973
O 27.00017 21.86659 12.95236
C 27.13764 13.02027 3.87440
C 25.00367 21.91831 8.40892
C 27.69182 18.54117 14.45862
H 31.79530 14.29987 6.43278
C 34.54310 20.73776 2.92828
O 27.46332 24.27152 12.41463
C 32.73490 19.21277 11.34421
O 31.65713 16.84338 10.58878
C 29.53074 22.51005 12.76017
C 30.05470 18.46224 5.91636
H 32.56448 20.00473 0.25616
O 29.37845 18.93564 8.30886
C 26.20371 18.15006 16.74729
C 29.12086 19.12181 9.70621
C 34.29137 21.27068 0.24489
H 25.62028 18.07915 17.65638
H 30.88930 19.16309 6.00846
H 27.24387 13.16954 2.80361
H 29.23944 23.40744 7.80529
H 25.01433 22.93723 8.79730
O 29.66554 18.87036 13.29966
H 32.40574 18.30246 8.41856
O 27.27609 19.56310 7.73760
H 36.07724 22.46419 0.44193
N 32.64469 19.20962 2.86976
O 28.33633 12.99639 4.60705
H 36.22060 22.07761 2.88483
H 24.77195 19.47035 15.78927
H 30.01751 18.08283 4.90156
C 25.70856 18.93400 15.72583
H 24.43054 22.64302 6.42770
C 28.59737 23.42776 9.90696
H 30.09896 23.43268 12.85983
O 22.47343 20.64894 10.83755
O 27.90270 22.50110 10.72135
H 32.93529 16.62077 8.11726
H 26.60358 12.08507 4.05264
N 28.45625 18.74272 13.24932
O 31.65237 18.83942 2.28107
C 28.22992 17.77765 15.50499
H 26.00966 20.03028 11.01503
C 24.98640 19.68635 10.90785
H 30.43094 15.33386 6.64198
C 28.48589 22.97708 8.46448
H 27.50715 23.09115 7.99889
H 34.19399 21.44140 -0.82049
C 30.97997 14.76884 5.88583
S 32.90390 17.43116 11.00939
C 35.42904 21.62002 2.30633
H 33.62197 19.76591 11.02122
O 28.77979 19.00228 6.21709
H 27.84846 16.90805 17.41776
H 28.11485 18.75003 9.87573
H 31.92942 19.75273 10.84946
O 33.86806 17.60364 9.72516
H 32.75417 19.40409 12.41726
H 29.82699 18.61156 10.35102
H 29.23058 17.38237 15.40185
H 28.65989 21.89508 8.40161
C 33.25640 17.61455 8.42627
H 34.39628 19.26372 7.57516
H 24.96284 19.10772 9.98084
O 23.94084 21.09574 8.91850
H 34.67066 20.52895 3.98017
H 33.99134 18.02645 6.45305
O 30.23482 13.75425 5.24164
C 27.44924 17.52494 16.62659
S 23.82402 21.03466 10.54985
O 27.82766 18.69041 12.20832
O 33.71705 16.82441 12.03313
C 26.46110 19.13256 14.57114
O 32.95561 18.82479 3.98452
C 28.38493 19.20534 7.47288
H 29.48653 21.95504 13.69391
H 35.29976 17.72255 7.61151
H 26.43154 13.73072 4.31781
H 28.15727 24.42515 9.98859
C 34.32209 18.17935 7.48599
```

**Largest force on an atom**: 1.943 eV/A
**E_HOMO**: -10.142 eV
**SMILES string**: O=[N+]([O-])c1ccccc1.O=[N+]([O-])c1ccccc1.CCOS(C)(=O)=O.CCOS(C)(=O)=O.CCOS(C)(=O)=O.COC(=O)OC.COC(=O)OC

Entry 5:
Entry from the OMol25 dataset: the molecule C2H3N3O2 at a distorted geometry (the ωB97M-V functional and the def2-TZVPD basis).

The geometry in XYZ format:
```
10
C2H3N3O2 | the OMol25 dataset | the ωB97M-V functional and the def2-TZVPD basis
H 2.23266 -2.00692 0.25233
H -1.75892 -0.46648 -1.01494
N -0.88192 0.60943 0.39365
C 1.08800 -0.45814 0.12006
N 2.17158 -1.01105 0.61422
O -1.26801 1.81717 -0.28825
O 0.57309 0.75452 0.70241
N 0.22888 -1.03239 -0.70293
H -1.48185 2.25464 0.46407
C -0.90352 -0.46078 -0.54061
```

**Energy above the lowest of the compared OMol25 structures with the same formula, charge and spin**: 501.5 kJ/mol
**Largest force on an atom**: 6.392 eV/A
**E_HOMO**: -9.814 eV
**SMILES string**: [H]/N=c1\ncn(O)o1

Number 1: total energy -1864.42068 Eh. Number 2: total energy -1346.23279 Eh. Number 3: total energy -2598.19957 Eh. Number 4: total energy -3789.79477 Eh. Number 5: total energy -392.60255 Eh.